No. 1
# C19H35N3O2P

3 unconnected molecules or ions with the total composition C19H35N3O2P (ωB97M-V/def2-TZVPD, the Open Molecules 2025 dataset).

## Properties
HOMO = -0.06185 hartree
Charge = -1
Spin multiplicity = 1

Positions of all 60 atoms, in Å:
N1 -4.68 1.08 -0.66
C1 -7.59 0.60 0.68
C2 4.97 -2.14 -2.29
C3 -3.25 0.70 0.98
H1 -0.04 -0.63 -2.34
C4 -8.55 0.79 1.64
H2 -8.36 1.13 2.64
H3 4.10 -2.38 0.73
H4 4.51 -3.62 2.60
H5 6.17 -3.18 2.15
H6 3.94 -1.99 -1.96
H7 5.31 -3.08 -1.87
C5 -9.81 0.46 1.07
H8 -2.34 2.75 0.85
H9 6.28 -0.63 1.55
H10 -10.26 -0.25 -1.00
C6 -3.06 2.03 0.50
O1 3.94 0.00 -0.29
C7 5.22 -2.80 2.50
H11 -1.00 -1.16 -1.01
C8 4.65 -1.80 1.46
H12 3.97 -1.15 2.01
C9 2.19 1.69 -0.52
H13 1.61 2.10 -1.35
C10 -4.25 0.14 0.25
H14 -2.70 0.22 1.77
C11 5.41 -0.08 -0.20
H15 -0.15 -1.45 1.14
H16 4.28 1.87 -1.05
H17 -7.79 -0.06 -1.33
N2 -8.23 0.16 -0.46
H18 -4.13 3.08 -1.14
H19 5.30 -2.31 3.46
C12 -0.27 -0.41 -1.30
H20 -0.69 0.58 -1.26
N3 5.74 -1.09 0.83
H21 3.37 0.80 -2.10
H22 0.63 -2.66 0.11
C13 0.76 -1.70 0.59
H23 -4.70 -0.84 0.29
C14 1.38 0.70 0.30
H24 4.99 -2.26 -3.37
H25 3.20 3.58 -0.09
H26 1.81 -0.93 -1.07
C15 1.00 -0.58 -0.44
H27 1.59 -1.72 1.29
H28 -10.77 0.50 1.55
H29 -5.41 0.94 -1.34
H30 1.63 3.41 0.72
C16 2.53 2.87 0.39
P1 6.14 -0.80 -1.72
C17 -3.95 2.23 -0.52
H31 3.03 2.52 1.29
O2 5.85 0.34 -2.96
H32 1.96 0.47 1.19
H33 6.66 0.88 -2.92
C18 -9.58 0.08 -0.23
H34 0.46 1.17 0.65
H35 -6.53 0.73 0.69
C19 3.52 1.09 -1.05

=====

No. 2
# C19H35O4ReS3Si3

A molecular structure, C19H35O4ReS3Si3 (ωB97M-V/def2-TZVPD, the Open Molecules 2025 dataset).

## Properties
HOMO (spin up / spin down) = -0.42123 / -0.41580 hartree
Relative energy (zero: lowest compared OMol25 entry of this formula, charge and spin) = 0.0164 eV
Charge = +1
Spin multiplicity = 2

Positions of all 65 atoms, in Å:
H1 3.21 -2.97 1.97
H2 -1.49 -0.87 -2.47
H3 -2.08 -1.95 -0.16
H4 2.41 -2.13 -2.62
H5 -1.47 0.39 -1.24
C1 -3.61 3.16 -0.87
H6 2.88 0.83 -2.48
H7 0.73 -2.56 -2.98
O1 -4.26 4.48 -4.22
S1 -2.04 0.13 2.04
C2 1.90 1.11 -2.10
H8 2.42 -3.60 -0.60
H9 2.04 1.75 -1.23
H10 -3.87 0.79 4.76
H11 1.54 -1.28 -3.89
C3 -0.94 0.01 -2.11
H12 -1.98 -3.71 -0.10
H13 1.40 1.70 -2.87
Si1 2.76 -0.87 0.78
S2 0.11 2.57 0.67
Si2 0.85 -0.40 -1.75
H14 2.68 2.56 2.18
O2 2.42 0.71 1.33
O3 -2.11 -0.29 4.68
H15 -3.88 -0.82 5.52
C4 -1.44 -0.14 3.60
H16 2.48 -1.80 3.06
H17 -1.00 0.77 -2.89
C5 -1.47 -2.81 -0.45
H18 1.08 -4.15 -1.60
H19 4.18 -1.64 2.59
H20 -3.95 -0.68 3.74
H21 0.04 -2.57 2.82
Si3 0.23 -2.75 0.29
H22 -3.37 4.22 -4.49
C6 -0.95 3.52 -1.62
C7 3.24 1.64 2.06
C8 3.18 -1.91 2.23
H23 1.38 -4.90 -0.03
H24 5.11 -0.66 0.22
H25 -4.64 3.06 -0.59
S3 0.29 -0.11 3.67
C9 1.43 -1.73 -2.90
C10 0.11 -3.35 2.06
H26 3.50 1.23 3.03
C11 -4.47 4.26 -2.91
O4 -5.54 4.46 -2.43
H27 -2.83 2.30 0.92
C12 1.38 -3.95 -0.57
Re1 0.22 0.42 1.37
C13 -3.30 3.76 -2.10
C14 -2.59 2.75 -0.03
H28 -1.71 4.41 -3.40
H29 4.12 -0.07 -1.13
C15 -1.26 2.92 -0.41
H30 0.08 3.67 -1.90
H31 -0.79 -3.97 2.16
H32 4.14 1.84 1.49
H33 -1.45 -2.85 -1.54
H34 0.97 -3.98 2.32
C16 -1.98 3.93 -2.47
C17 1.00 -0.98 0.11
H35 4.32 -1.81 -0.85
C18 4.20 -0.84 -0.36
C19 -3.57 -0.25 4.66

=====

No. 3
# C19H36AgCl2F4O23

A molecular structure, C19H36AgCl2F4O23 (ωB97M-V/def2-TZVPD, the Open Molecules 2025 dataset).

## Properties
HOMO (spin up / spin down) = -0.14357 / -0.12330 hartree
Charge = -2
Spin multiplicity = 2

Positions of all 85 atoms, in Å:
H1 -21.53 19.74 4.03
O1 -19.26 21.52 3.86
C1 -17.86 23.18 4.82
O2 -20.90 15.17 9.23
C2 -19.86 15.81 7.22
H2 -20.45 17.48 -2.10
O3 -22.06 20.42 3.61
C3 -23.25 17.19 2.20
H3 -19.67 19.45 -1.10
O4 -17.56 19.46 4.51
O5 -16.69 24.67 6.18
O6 -22.76 17.28 8.78
O7 -25.64 20.63 2.04
H4 -24.19 16.95 4.18
O8 -18.78 16.33 5.21
O9 -22.45 22.16 0.27
H5 -17.41 19.62 1.04
H6 -15.30 17.25 4.58
O10 -18.09 15.34 -2.11
C4 -21.79 17.74 6.73
H7 -20.05 18.09 4.01
O11 -20.58 20.15 1.46
O12 -20.23 15.02 2.46
F1 -20.07 16.35 -0.22
H8 -23.92 20.00 0.31
H9 -18.68 15.74 -1.46
Ag1 -18.56 16.02 1.47
C5 -17.25 20.82 4.78
H10 -17.16 18.99 -1.22
H11 -20.45 19.37 2.01
H12 -22.54 23.03 0.66
H13 -15.96 24.61 6.79
O13 -20.79 18.31 4.59
H14 -20.90 13.55 -1.39
C6 -16.08 21.14 5.51
O14 -21.46 14.00 -0.76
C7 -24.96 19.60 2.05
H15 -20.65 18.76 -2.86
H16 -19.89 20.11 0.81
Cl1 -14.00 18.03 6.38
H17 -17.81 15.43 3.99
H18 -21.06 15.42 2.69
C8 -16.81 23.45 5.67
C9 -24.00 19.20 1.03
H19 -22.61 18.43 6.57
C10 -20.81 17.63 5.76
H20 -21.61 15.50 9.79
O15 -25.65 19.06 4.26
H21 -20.46 14.15 2.14
F2 -16.51 16.74 0.63
H22 -21.79 17.13 0.23
C11 -24.18 17.58 3.31
O16 -22.45 17.78 -0.03
F3 -19.19 18.05 2.37
H23 -19.25 18.39 -0.10
C12 -19.70 16.61 5.94
C13 -21.87 17.05 7.99
H24 -21.94 21.66 0.91
O17 -17.34 15.19 3.19
F4 -18.24 13.82 0.59
C14 -23.26 18.07 1.01
H25 -18.47 15.57 -2.95
H26 -16.47 14.92 3.49
H27 -16.42 17.71 -0.87
Cl2 -15.00 15.35 6.05
O18 -22.60 16.11 2.22
H28 -15.41 20.35 5.83
H29 -18.59 23.95 4.64
O19 -16.85 20.33 1.36
C15 -15.77 22.43 6.05
H30 -26.25 19.74 3.95
H31 -18.31 19.39 3.91
O20 -16.40 18.46 -1.47
C16 -24.88 18.69 3.21
H32 -19.05 15.12 7.41
C17 -18.23 21.80 4.40
O21 -14.74 22.71 6.75
C18 -15.31 17.05 5.65
H33 -20.92 14.72 -0.42
O22 -18.91 19.12 -0.62
H34 -16.71 20.12 2.29
C19 -20.81 16.02 8.17
H35 -16.26 17.48 5.97
O23 -20.25 17.90 -2.93
H36 -21.81 20.39 2.69

=====

No. 4
# C19H36BeF3MgN2O23

A molecular structure, C19H36BeF3MgN2O23 (ωB97M-V/def2-TZVPD, the Open Molecules 2025 dataset).

## Properties
HOMO = -0.40634 hartree
Charge = +1
Spin multiplicity = 1

Positions of all 85 atoms, in Å:
H1 -1.14 -3.76 -5.98
H2 0.24 1.46 3.18
Mg1 -2.82 2.24 0.91
H3 0.27 -5.90 -1.41
O1 -4.40 1.19 -2.44
H4 -2.18 -1.38 0.98
H5 2.01 -1.43 -1.19
H6 3.21 4.05 6.26
O2 -0.56 -1.84 -5.76
H7 -0.62 5.14 -2.86
H8 2.05 1.06 1.42
C1 -3.26 1.36 5.18
O3 -1.61 -3.34 0.37
C2 3.23 2.17 3.52
O4 0.20 -0.24 -0.58
H9 2.28 2.57 6.16
H10 2.93 2.16 0.32
C3 3.17 3.08 5.78
O5 -1.17 -4.41 -1.51
O6 1.65 -4.71 -3.93
H11 0.66 0.68 4.70
C4 -2.42 -2.42 1.15
O7 -1.96 -1.19 -4.07
H12 -0.12 -1.54 3.68
H13 -1.55 2.61 4.60
H14 -0.67 -3.51 -4.31
F1 -4.07 0.39 4.76
O8 3.16 2.63 2.29
O9 -1.37 0.58 4.13
H15 -1.18 3.46 -2.54
O10 -1.32 3.67 0.49
H16 0.08 1.96 -4.45
C5 0.06 0.58 3.79
H17 -0.45 4.81 2.69
H18 5.45 -5.08 -3.51
H19 4.01 -6.04 -3.96
N1 -3.98 2.34 -2.15
Be1 -3.80 -1.23 -2.63
O11 3.45 1.06 3.93
C6 -2.14 1.77 4.22
O12 3.07 3.20 4.36
C7 2.34 -4.09 -3.15
H20 -1.94 4.70 -1.75
C8 -0.14 -5.09 -0.82
H21 0.57 -3.51 -5.50
H22 3.49 -1.85 -2.13
C9 -0.83 1.37 -4.36
H23 0.50 3.35 2.58
O13 1.84 -3.06 -2.46
H24 -0.11 -0.65 2.10
F2 -4.01 2.46 5.55
C10 -1.98 -3.56 -0.87
H25 -0.82 1.02 -3.33
H26 -3.46 -2.68 0.95
O14 -2.43 2.16 2.94
H27 1.28 4.99 2.82
H28 -1.70 1.98 -4.56
H29 1.37 -0.80 2.92
C11 0.30 -0.72 3.11
O15 -0.62 0.21 -5.19
C12 4.41 -5.03 -3.83
O16 0.72 4.47 0.93
O17 -2.92 -3.09 -1.50
H30 -0.54 -5.64 0.04
F3 -2.72 0.94 6.32
H31 4.44 -4.61 -4.84
C13 -1.08 -0.99 -4.89
O18 3.62 -4.27 -2.94
C14 2.96 1.64 1.28
H32 2.92 -2.78 -0.71
H33 3.75 0.89 1.22
O19 0.05 4.54 -1.10
O20 -1.76 -0.35 -1.44
C15 -0.46 -3.22 -5.33
H34 4.03 2.55 6.19
O21 -1.32 0.98 0.26
O22 -3.41 2.48 -1.04
H35 0.62 -4.38 -0.48
C16 0.50 4.41 2.34
N2 -0.97 0.09 -0.58
C17 -0.94 4.43 -2.11
C18 2.62 -2.24 -1.61
O23 -4.13 3.25 -2.94
H36 -2.16 -2.68 2.17
C19 -0.28 4.20 0.14

=====

No. 5
# C19H36BeN12O13

A molecular structure, C19H36BeN12O13 (ωB97M-V/def2-TZVPD, the Open Molecules 2025 dataset).

## Properties
HOMO (spin up / spin down) = -0.20951 / -0.20997 hartree
Charge = -1
Spin multiplicity = 2

Positions of all 81 atoms, in Å:
O1 -1.16 -1.78 -0.18
H1 2.01 0.15 1.13
N1 -2.48 2.95 -0.82
C1 -2.05 -5.26 2.73
C2 1.02 2.86 -4.74
O2 -1.56 -6.19 2.16
O3 -3.92 1.37 -0.65
C3 0.58 1.94 -2.13
O4 0.63 -0.70 0.32
N2 -2.84 -3.55 -2.86
O5 0.08 1.65 2.13
O6 2.80 4.19 -3.96
H2 -0.80 0.18 -1.97
H3 0.35 1.71 -1.11
H4 2.36 -0.10 -0.72
H5 -1.79 -5.89 4.70
O7 -3.41 -3.45 -0.82
H6 0.22 -3.74 2.52
H7 1.12 5.76 0.51
O8 2.13 -4.14 -2.54
H8 3.31 4.06 -4.77
N3 -2.16 -5.20 4.05
H9 1.32 -0.74 2.88
H10 2.03 -0.95 4.50
H11 -4.11 4.17 -1.88
N4 3.22 0.43 -0.80
C4 1.48 2.92 -2.33
N5 0.54 -2.79 2.46
H12 -0.46 1.48 1.35
N6 2.96 0.44 1.30
C5 1.42 3.16 3.37
H13 -1.55 -5.23 -0.68
H14 2.33 4.48 4.59
H15 3.12 0.82 2.23
N7 1.09 -2.20 -1.97
N8 -2.56 -4.24 2.11
N9 -4.48 3.33 -1.45
H16 1.91 3.25 -1.39
H17 0.63 -4.84 -0.45
C6 1.11 5.13 1.39
C7 1.39 -3.48 -1.82
O9 2.45 6.58 2.76
H18 -2.24 -4.23 4.33
C8 1.75 3.42 -3.64
H19 3.48 0.81 -1.70
H20 -3.51 -2.80 -2.78
H21 -5.38 2.88 -1.57
C9 0.17 1.80 -4.50
H22 -0.41 1.34 -5.29
H23 0.23 -3.22 -0.20
H24 1.46 -1.65 -2.73
N10 1.56 -1.31 3.68
H25 -1.81 2.25 -0.51
O10 -0.82 0.35 -2.92
C10 -2.73 -4.04 -1.69
H26 0.66 -1.71 -1.21
N11 -1.90 -5.03 -1.61
C11 3.78 0.68 0.30
C12 1.91 4.42 3.60
H27 2.28 7.25 2.09
H28 1.12 3.18 -5.77
C13 1.84 5.36 2.56
H29 -2.20 3.90 -0.97
O11 4.80 1.33 0.35
N12 0.72 -3.89 -0.78
C14 -3.66 2.49 -0.95
C15 0.49 3.86 1.25
C16 -0.62 -0.77 0.18
H30 -2.24 -4.14 1.15
C17 0.62 2.87 2.26
H31 1.49 2.50 4.23
O12 1.12 -3.40 4.53
Be1 -3.62 -1.03 0.02
H32 -1.41 -5.39 -2.41
H33 -0.11 3.69 0.37
O13 -1.33 0.26 0.20
H34 -2.26 -3.72 -3.66
C18 1.13 -2.54 3.65
H35 0.36 -2.19 1.66
C19 0.04 1.33 -3.17
H36 -3.04 -3.44 2.48

=====

No. 6
# C19H36BrCl2NO20PS6

6 unconnected molecules or ions with the total composition C19H36BrCl2NO20PS6 (ωB97M-V/def2-TZVPD, the Open Molecules 2025 dataset).

## Properties
HOMO = -0.43995 hartree
Charge = +1
Spin multiplicity = 1

Positions of all 86 atoms, in Å:
O1 4.04 4.89 1.97
C1 -1.22 1.18 -1.46
O2 -1.08 4.53 1.91
O3 2.87 7.06 1.88
C2 -2.06 0.02 -0.89
H1 0.20 3.97 0.08
H2 2.93 5.22 -2.01
H3 -1.35 2.02 0.50
H4 -3.59 -0.09 1.22
H5 2.17 -1.97 -2.61
O4 1.70 -6.07 -5.82
O5 -1.01 4.46 4.35
H6 0.19 3.57 5.77
H7 0.99 1.04 -1.62
H8 -1.77 0.76 4.31
S1 1.10 -5.79 -7.28
C3 1.68 -0.19 -3.65
C4 0.24 -0.13 -3.17
H9 -2.39 -6.90 1.24
H10 -1.69 1.54 -2.37
C5 0.23 3.06 -0.48
H11 -2.29 -0.64 -1.73
S2 -5.07 -0.73 -1.04
C6 -1.13 2.38 -0.50
C7 4.63 6.12 -0.99
H12 0.97 -0.98 -0.38
O6 0.20 -7.28 0.36
O7 0.92 3.75 3.12
H13 1.66 -0.65 -4.63
H14 0.09 5.34 5.88
O8 0.37 -6.93 -7.69
H15 -2.01 -5.21 1.63
H16 5.17 5.16 -1.04
S3 -0.49 -6.76 -0.99
C8 0.15 4.50 5.20
H17 -0.24 -7.12 2.39
C9 1.31 4.60 4.22
H18 -0.87 -5.36 -5.17
H19 2.66 6.89 -1.45
S4 3.55 6.01 1.24
C10 -1.02 -0.77 -0.17
H20 0.39 -5.65 1.61
O9 -1.15 -7.85 -1.60
C11 -0.27 -6.51 1.48
H21 -3.96 -0.81 4.08
O10 2.10 -5.21 -8.10
H22 0.94 2.38 -0.01
C12 0.09 0.46 -1.78
C13 2.60 -0.98 -2.75
H23 3.57 -1.08 -3.21
O11 -4.17 -0.54 6.12
O12 4.72 6.62 0.35
H24 2.24 4.25 4.65
C14 -3.71 -0.08 4.85
O13 -1.58 -5.80 -0.30
C15 1.25 -5.07 -4.90
H25 1.97 -4.24 -4.91
O14 -2.07 0.61 6.35
C16 -0.09 -4.64 -5.43
O15 -2.72 -1.09 8.01
H26 -4.00 1.69 -0.18
C17 3.15 5.94 -1.22
O16 -1.08 2.35 3.08
P1 -3.71 0.32 -0.11
H27 1.19 -5.49 -3.90
Cl1 -0.53 -1.72 -3.33
H28 5.09 6.82 -1.68
Cl2 2.28 1.47 -3.89
C18 -2.21 0.08 5.03
O17 -3.86 1.10 7.94
O18 2.65 5.45 0.03
C19 -1.67 -6.09 1.09
H29 -0.27 0.53 -3.86
Br1 -1.28 -1.94 1.21
H30 -1.87 3.11 -0.78
O19 0.07 -4.63 -6.85
H31 -4.19 0.87 4.63
S5 -3.23 0.02 7.30
H32 0.60 3.23 -1.48
O20 0.42 -5.94 -1.70
H33 -0.38 -3.64 -5.10
S6 -0.66 3.72 3.00
H34 -1.70 -0.89 4.99
H35 1.43 5.62 3.85
H36 2.74 -0.49 -1.80
N1 0.11 -0.53 -0.69